No. 1
Below is a structure of composition C3H7I2N2, with properties calculated with ωB97M-V/def2-TZVPD.

Output
LUMO (alpha / beta) in eV: -3.754 / -6.541
Expectation value of S²: 2.01
HOMO (alpha / beta) in eV: -10.26 / -13.11
Charge: +1
Gap between HOMO and LUMO (alpha / beta) in eV: 6.51 / 6.57
Multiplicity: 3

XYZ file:
```
14
C3H7I2N2 ωB97M-V/def2-TZVPD
I 1.357 -2.402 0.143
I 3.161 0.810 0.295
N -1.042 -0.660 0.410
N 1.343 0.624 -1.986
C 0.196 -0.806 0.673
C 1.341 0.494 -0.690
C -1.883 0.395 1.083
H -1.695 1.261 0.593
H -1.445 0.532 2.100
H -2.967 0.012 1.256
H -1.658 -1.350 -0.200
H 0.500 -0.191 1.434
H 2.144 1.113 -2.515
H 0.646 0.167 -2.596
```

natural (NBO) population analysis, charges in e, atoms 1 to 5: atom 1 (I): 0.374, atom 2 (I): 0.262, atom 3 (N): -0.494, atom 4 (N): -0.933, atom 5 (C): -0.033

No. 2
Below is a structure of composition C8H20BCsO4S2, with properties calculated with ωB97M-V/def2-TZVPD.

Output
LUMO in eV: -0.096
HOMO in eV: -9.15
Energy above the lowest of the compared OMol25 structures with the same formula, charge and spin in kcal/mol: 174.38
Gap between HOMO and LUMO in eV: 9.06
Multiplicity: 1

XYZ file:
```
36
C8H20BCsO4S2 ωB97M-V/def2-TZVPD
Cs -8.817 18.779 -10.198
S -5.848 17.323 -9.891
S -4.241 20.488 -9.536
O -6.564 18.546 -9.521
O -6.602 16.071 -10.045
O -3.084 21.248 -10.135
O -4.152 19.247 -8.852
C -6.870 20.995 -10.233
C -5.373 21.658 -8.561
C -3.768 16.694 -11.254
C -5.028 17.567 -11.393
C -6.685 21.158 -8.801
C -3.271 16.714 -9.767
C -4.461 16.966 -8.748
C -5.644 20.444 -10.872
B -7.575 18.109 -12.059
H -2.694 17.606 -9.521
H -6.635 20.123 -8.464
H -3.953 15.636 -11.443
H -7.025 17.657 -12.870
H -7.302 19.137 -11.878
H -5.164 21.220 -11.468
H -6.938 21.980 -10.695
H -2.894 15.752 -9.420
H -7.705 20.341 -10.485
H -4.245 17.904 -8.237
H -5.808 19.604 -11.548
H -5.363 22.689 -8.914
H -5.689 17.486 -12.256
H -8.628 18.104 -12.294
H -5.158 21.667 -7.492
H -7.415 17.542 -11.155
H -4.699 18.606 -11.382
H -7.569 21.612 -8.355
H -2.897 16.962 -11.851
H -4.598 16.158 -8.030
```

Mulliken population analysis, charges in e, atoms 1 to 5: atom 1 (Cs): 0.976, atom 2 (S): 0.814, atom 3 (S): 0.898, atom 4 (O): -0.748, atom 5 (O): -0.763

No. 3
Below is a structure of composition C19H46Cl3GeN4O3RhSSbSi3, with properties calculated with ωB97M-V/def2-TZVPD.

Output
LUMO (alpha / beta) in eV: -1.896 / -2.086
Expectation value of S²: 0.76
HOMO (alpha / beta) in eV: -7.65 / -7.54
Gap between HOMO and LUMO (alpha / beta) in eV: 5.76 / 5.46
Multiplicity: 2

XYZ file:
```
82
C19H46Cl3GeN4O3RhSSbSi3 ωB97M-V/def2-TZVPD
Sb -1.218 -0.457 0.343
Rh 1.086 -0.800 -1.377
Ge 2.538 -2.225 -2.893
Cl 4.394 -1.207 -1.918
Cl 3.326 -4.287 -3.093
Cl 2.786 -1.521 -4.983
S -0.614 -0.744 -2.882
Si -3.350 0.675 -0.921
Si -0.938 1.089 2.583
Si -2.330 -2.736 1.225
O 0.435 -2.664 -0.218
O 2.535 -1.330 0.584
O 0.982 -4.536 0.815
N 3.069 3.238 -0.919
N 1.848 1.377 -1.876
N 2.974 2.968 -3.310
N 1.008 3.644 -2.104
C -4.733 1.075 0.342
C 1.204 -3.382 0.501
C 2.698 1.842 -0.765
C 1.858 4.044 -0.989
C -4.053 -2.220 1.907
C -4.000 -0.565 -2.217
C 2.603 1.578 -3.134
C 0.660 2.247 -1.943
C -2.635 1.332 3.425
C -2.560 -3.923 -0.244
C -2.836 2.342 -1.717
C 1.771 3.784 -3.341
C 0.216 0.281 3.874
C 2.454 -2.667 1.102
C 2.218 -2.566 2.613
C -0.243 2.829 2.155
C 3.792 3.384 -2.180
C -1.347 -3.508 2.672
C 3.706 -3.480 0.798
H 2.152 1.723 0.180
H -1.964 -4.218 3.216
H -2.275 2.176 -2.631
H 3.608 1.234 -0.742
H -0.216 -0.644 4.244
H -3.712 2.932 -1.970
H -2.502 1.729 4.425
H -2.221 2.947 -1.056
H 4.076 4.432 -2.304
H 1.984 1.260 -3.979
H 1.295 3.923 -0.060
H 2.133 5.097 -1.107
H -3.267 2.025 2.883
H 3.040 -2.024 3.081
H -4.743 -0.111 -2.868
H 2.051 4.832 -3.470
H 1.146 3.468 -4.180
H 2.151 -3.563 3.042
H -4.010 -1.327 2.519
H -3.181 -0.909 -2.843
H 3.878 -3.535 -0.277
H 3.417 -1.224 0.185
H -0.730 3.259 1.283
H 0.048 1.933 -2.797
H -3.162 0.388 3.513
H 1.191 0.058 3.453
H -1.587 -4.160 -0.663
H 0.827 2.794 1.967
H -4.453 -1.433 -1.748
H 4.577 -3.034 1.277
H 4.696 2.771 -2.143
H -3.170 -3.491 -1.033
H -4.759 -2.044 1.104
H 0.368 0.932 4.730
H 1.287 -2.036 2.799
H 3.513 0.975 -3.106
H -0.411 3.513 2.982
H -3.021 -4.855 0.071
H -4.441 1.861 1.027
H -5.615 1.418 -0.188
H 3.574 -4.493 1.168
H -5.021 0.213 0.929
H -0.984 -2.770 3.383
H -0.493 -4.054 2.282
H 0.082 2.133 -1.015
H -4.457 -3.015 2.524
```

Mulliken population analysis, charges in e, atoms 1 to 5: atom 1 (Sb): -0.782, atom 2 (Rh): 1.962, atom 3 (Ge): 0.524, atom 4 (Cl): -0.418, atom 5 (Cl): -0.329

No. 4
Below is a structure of composition C45H30Cl7NO3P2PdS2, with properties calculated with ωB97M-V/def2-TZVPD.

Output
LUMO (alpha / beta) in eV: -3.057 / -3.047
HOMO (alpha / beta) in eV: -7.82 / -7.82
Gap between HOMO and LUMO (alpha / beta) in eV: 4.76 / 4.77
Multiplicity: 1

XYZ file:
```
91
C45H30Cl7NO3P2PdS2 ωB97M-V/def2-TZVPD
Pd -0.647 1.238 0.396
Cl -3.576 2.776 5.203
Cl -4.876 5.588 4.697
Cl -4.357 7.021 1.959
Cl -1.882 1.419 2.924
Cl -2.692 5.576 -0.280
Cl -0.098 3.188 -1.866
Cl 4.645 1.832 -4.218
S 1.130 -0.091 3.014
S -2.822 0.369 -0.451
P -1.867 -1.343 -0.244
P 0.755 -1.448 1.671
O 0.771 2.728 1.335
O -1.876 2.931 0.392
O 1.565 1.165 0.037
N 2.917 3.641 -2.708
C 1.128 -0.007 -3.863
C -2.780 -2.558 0.694
C 2.568 4.668 -1.779
C -3.103 -3.810 0.173
C -2.178 -1.781 -2.964
C 1.690 2.299 0.582
C -3.944 4.814 3.461
C -0.336 -5.332 2.408
C -1.471 -2.126 -1.817
C 2.985 1.497 -3.783
C -0.095 -3.627 -3.104
C -0.793 -5.262 3.719
C -4.270 -4.335 2.209
C 4.207 -3.307 0.598
C -2.477 3.515 1.402
C 0.118 -4.185 1.773
C -3.946 -3.086 2.730
C -3.203 -2.195 1.976
C -0.356 -2.894 3.753
C -3.852 -4.697 0.936
C 3.661 -1.783 -1.185
C -0.419 -3.040 -1.892
C 2.068 7.007 -1.449
C 2.276 2.452 -3.032
C 2.506 4.448 -0.403
C -1.846 -2.368 -4.179
C -0.809 -3.289 -4.248
C 2.125 5.507 0.417
C 0.113 -2.960 2.445
C -3.004 4.804 1.235
C 2.488 -1.427 -0.526
C 2.397 5.953 -2.283
C -2.663 2.941 2.664
C 1.892 6.775 -0.091
C 0.400 0.905 -3.123
C 2.181 -2.004 0.709
C 2.435 0.302 -4.204
C 0.952 2.113 -2.735
C -3.387 3.561 3.674
C 3.048 -2.947 1.268
C -3.726 5.438 2.235
C -0.802 -4.045 4.389
C 2.898 3.132 0.247
C 4.517 -2.719 -0.624
C -0.388 -0.740 0.475
H -1.137 -6.160 4.219
H -0.547 -3.737 -5.199
H 0.155 -3.287 -1.007
H 2.019 5.322 1.480
H 2.821 -3.392 2.229
H -4.276 -2.808 3.722
H -4.856 -5.029 2.800
H 2.508 6.113 -3.350
H 0.500 -4.253 0.762
H -2.784 -4.089 -0.823
H -0.631 0.710 -2.862
H 1.939 8.001 -1.858
H 3.627 3.902 -3.370
H -4.112 -5.667 0.533
H 3.423 3.344 1.179
H -0.324 -6.281 1.884
H 3.547 2.549 -0.402
H 0.679 -0.941 -4.181
H 3.902 -1.315 -2.132
H -1.153 -3.991 5.412
H 1.594 7.579 0.570
H -2.982 -1.057 -2.905
H -0.341 -1.943 4.270
H -2.397 -2.102 -5.072
H 4.872 -4.044 1.031
H 5.432 -2.993 -1.137
H -2.957 -1.215 2.373
H 3.038 -0.379 -4.790
H 1.830 -0.694 -0.965
H 0.717 -4.340 -3.158
```

Mulliken population analysis, charges in e, atoms 1 to 5: atom 1 (Pd): 1.533, atom 2 (Cl): -0.203, atom 3 (Cl): -0.203, atom 4 (Cl): -0.193, atom 5 (Cl): -0.199

No. 5
Below is a structure of composition C28H28BiClN3OS3, with properties calculated with ωB97M-V/def2-TZVPD.

Output
LUMO in eV: 2.497
HOMO in eV: -3.26
Charge: -1
Gap between HOMO and LUMO in eV: 5.75
Multiplicity: 1

XYZ file:
```
65
C28H28BiClN3OS3 ωB97M-V/def2-TZVPD
Bi -0.946 -0.523 0.451
Cl -2.275 -2.693 -4.290
S -0.333 -2.280 2.471
S -3.559 0.556 0.116
S 1.662 -0.703 -0.214
O -0.966 0.678 2.549
N 0.946 -0.339 3.795
N -1.115 1.222 -1.801
N 0.211 1.934 0.946
C 3.520 0.255 1.550
C 3.364 2.309 2.816
C -0.322 -4.489 -4.034
C 3.216 -1.913 4.261
C 1.559 1.709 1.324
C -0.997 -3.377 -1.940
C 1.001 -1.598 3.285
C 0.790 -5.071 -1.984
C -3.578 3.522 -3.362
C 0.633 -5.258 -3.353
C -0.836 0.261 -2.883
C 2.174 2.617 2.190
C -0.018 -4.186 -1.317
C -0.019 2.837 -0.206
C 2.158 -2.398 3.466
C 2.247 0.509 0.943
C 0.023 2.125 -1.576
C 3.060 -0.690 4.896
C -3.493 1.620 -1.304
C -4.707 2.174 -1.748
C -1.881 -2.560 -1.181
C -0.799 1.975 2.072
C -4.766 3.159 -2.743
C -2.309 1.952 -2.027
C 4.040 1.127 2.514
C 1.926 0.069 4.650
C -2.364 2.943 -2.991
C -1.121 -3.580 -3.377
H -0.665 0.673 -3.902
H 0.922 1.522 -1.692
H -5.739 3.617 -3.008
H 4.920 0.820 3.075
H -2.161 -2.882 -0.154
H 0.769 3.621 -0.215
H -0.064 0.314 3.223
H -3.593 4.299 -4.121
H 4.027 -0.662 1.307
H 0.055 -4.149 -0.240
H -1.667 -0.418 -2.956
H 1.212 -6.021 -3.865
H -1.772 2.309 1.666
H 0.082 -0.280 -2.637
H -1.423 3.241 -3.453
H 1.671 3.548 2.421
H 4.144 -2.483 4.405
H -2.559 -1.854 -1.678
H -0.424 -4.599 -5.133
H 1.572 -5.616 -1.406
H -5.610 1.843 -1.288
H 3.821 -0.328 5.583
H 2.177 -3.382 3.013
H 1.797 1.047 5.145
H 3.734 3.060 3.501
H 0.072 2.907 -2.375
H -0.987 3.312 -0.060
H -0.436 2.652 2.880
```

natural (NBO) population analysis, charges in e, atoms 1 to 5: atom 1 (Bi): 1.592, atom 2 (Cl): -0.025, atom 3 (S): -0.299, atom 4 (S): -0.406, atom 5 (S): -0.362

No. 6
Below is a structure of composition BeCl, with properties calculated with ωB97M-V/def2-TZVPD.

Output
LUMO in eV: -10.458
HOMO in eV: -16.41
Energy above the lowest of the compared OMol25 structures with the same formula, charge and spin in kcal/mol: 72.45
Charge: +1
Gap between HOMO and LUMO in eV: 5.95
Multiplicity: 1

XYZ file:
```
2
BeCl ωB97M-V/def2-TZVPD
Cl 20.739 -3.808 6.776
Be 21.063 -6.612 6.364
```

Computed natural (NBO) charges, given in elementary charges: atom 1 (Cl): -0.210, atom 2 (Be): 1.210